# 1
54
Properties=species:S:1:pos:R:3 method="wB97M-V/def2-TZVPD" e_above_lowest_kj_mol=14.8 spin_multiplicity=1
Ir -0.31 0.37 0.91
C 1.89 0.32 -2.68
C 1.64 0.60 -1.23
N 0.89 -0.24 -0.55
N 1.06 -1.58 -0.85
C 0.58 -2.35 0.05
S -0.15 -1.78 1.52
S 0.75 -4.10 -0.14
C -0.81 -4.41 -1.05
C -0.90 -3.65 -2.34
C -0.10 -3.99 -3.43
C -0.16 -3.25 -4.60
C -1.02 -2.15 -4.69
C -1.82 -1.82 -3.61
C -1.76 -2.57 -2.44
C 2.27 1.66 -0.49
C 3.16 2.53 -1.16
C 4.09 3.29 -0.51
C 4.19 3.16 0.88
C 3.34 2.35 1.58
C 2.31 1.62 0.95
O 1.48 0.98 1.73
H 2.80 -0.27 -2.82
H 2.00 1.25 -3.23
H 1.05 -0.25 -3.08
H -1.65 -4.18 -0.39
H -0.79 -5.49 -1.21
H 0.58 -4.83 -3.35
H 0.47 -3.52 -5.44
H -1.06 -1.58 -5.60
H -2.49 -0.97 -3.66
H -2.39 -2.29 -1.60
H 3.13 2.57 -2.24
H 4.77 3.93 -1.05
H 4.95 3.72 1.42
H 3.42 2.25 2.66
O -4.08 -0.80 0.19
C -3.06 -0.27 0.59
O -2.02 0.02 -0.12
C -2.95 0.17 2.04
C -4.00 0.07 2.92
C -3.83 0.51 4.22
C -2.60 1.04 4.59
C -1.59 1.12 3.65
N -1.77 0.70 2.39
H -4.93 -0.37 2.57
H -4.63 0.44 4.94
H -2.42 1.40 5.60
H -0.62 1.52 3.89
Cl -0.46 3.59 1.58
C 0.76 3.77 2.85
Cl 0.11 4.64 4.25
H 1.59 4.33 2.44
H 1.07 2.78 3.15

=====

# 2
37
Properties=species:S:1:pos:R:3 method="wB97M-V/def2-TZVPD" smiles=C[Si](C)(C)O[Si](C)(C)O[Si](C)(C)C energy_ha=-1338.397503 spin_multiplicity=1
O 1.86 0.14 0.24
O -0.77 0.37 -0.83
C 1.60 1.69 -2.26
C 1.32 -1.19 -2.13
C 1.55 -1.04 2.74
C 0.17 1.51 1.97
C 3.30 1.32 2.49
C -3.56 0.20 0.31
C -1.66 -2.12 -0.23
C -3.13 -0.45 -2.52
Si 0.89 0.34 -1.14
Si 1.73 0.53 1.82
Si -2.19 -0.49 -0.84
H 1.45 1.25 -3.25
H 2.65 1.53 -2.24
H 1.40 2.74 -2.37
H 1.34 -1.09 -3.16
H 2.32 -1.45 -1.75
H 0.63 -1.93 -1.91
H 1.75 -0.87 3.77
H 0.55 -1.57 2.64
H 2.34 -1.61 2.42
H 0.46 2.37 1.31
H -0.74 1.16 1.47
H -0.03 1.73 3.02
H 3.39 1.51 3.58
H 4.17 0.78 2.07
H 3.45 2.35 2.18
H -4.45 0.51 -0.24
H -3.21 1.03 0.87
H -3.80 -0.56 1.05
H -1.03 -2.47 -1.04
H -2.55 -2.71 -0.17
H -1.18 -2.20 0.72
H -3.55 0.56 -2.69
H -2.51 -0.81 -3.39
H -3.97 -1.10 -2.52

=====

# 3
72
Properties=species:S:1:pos:R:3 method="wB97M-V/def2-TZVPD" total_charge=+1 energy_ha=-2278.054508 spin_multiplicity=1
C -0.02 1.62 5.90
C -0.33 1.34 4.38
C 0.58 2.30 3.57
C 0.50 2.03 2.04
C 1.33 3.03 1.19
C 1.56 2.38 -0.23
C 0.28 2.58 -1.12
C -0.68 1.36 -1.14
C -0.38 0.34 -2.29
C 0.49 -0.84 -1.77
C 1.34 -1.51 -2.85
C 1.14 -2.88 -3.28
P -0.21 -3.88 -2.53
C -0.68 -5.36 -3.55
C -1.80 -2.88 -2.57
C -2.59 -3.13 -1.25
C 2.09 -3.31 -4.23
C 2.10 -4.75 -4.74
B 2.65 -5.71 -3.58
O 2.44 -7.07 -3.51
O 3.37 -5.09 -2.53
C 3.10 -2.44 -4.74
N 3.20 -1.22 -4.32
N 2.34 -0.85 -3.42
N 2.53 0.50 -2.96
C 3.48 0.46 -2.14
O 4.33 0.52 -1.36
H 0.34 2.65 6.01
H -0.94 1.55 6.51
H 0.71 0.88 6.27
H -0.14 0.29 4.10
H -1.41 1.62 4.25
H 1.64 2.16 3.87
H 0.25 3.34 3.75
H 0.81 0.98 1.86
H -0.56 2.13 1.75
H 2.32 3.12 1.66
H 0.83 4.01 1.09
H 1.72 1.30 -0.03
H 2.46 2.78 -0.72
H -0.23 3.48 -0.73
H 0.61 2.82 -2.15
H -1.69 1.76 -1.33
H -0.75 0.85 -0.15
H 0.12 0.94 -3.07
H -1.35 0.04 -2.71
H -0.11 -1.56 -1.21
H 1.22 -0.42 -1.05
H -0.72 -5.07 -4.61
H -0.08 -6.26 -3.35
H -1.72 -5.61 -3.26
H -2.43 -3.27 -3.39
H -1.63 -1.82 -2.80
H -2.51 -4.21 -1.00
H -3.66 -3.00 -1.49
H -2.26 -2.49 -0.43
H 2.86 -4.80 -5.55
H 1.16 -5.08 -5.20
H 2.13 -7.26 -2.62
H 2.77 -4.97 -1.78
H 3.81 -2.83 -5.48
C -3.80 5.53 5.90
C -2.32 5.31 5.64
O -2.27 4.13 4.81
S -3.58 4.09 3.88
O -3.24 4.62 2.61
O -4.20 2.82 4.04
O -4.44 5.19 4.66
H -4.17 4.86 6.67
H -4.02 6.56 6.17
H -1.76 5.16 6.55
H -1.89 6.13 5.07

=====

# 4
43
Properties=species:S:1:pos:R:3 method="wB97M-V/def2-TZVPD" e_above_lowest_kj_mol=38.5 total_charge=+1 spin_multiplicity=1
N -0.33 1.38 1.29
C -0.49 0.60 0.05
C -1.54 -0.48 0.30
C -1.99 -1.25 -0.96
C -3.18 -2.19 -0.63
C 0.82 -0.03 -0.41
N 1.66 0.91 -1.18
C 2.83 0.20 -1.70
H 0.27 0.86 2.00
H -1.22 1.41 1.80
H 0.07 2.31 1.08
H -0.81 1.19 -0.79
H -1.31 -1.19 1.09
H -2.47 0.03 0.62
H -1.15 -1.87 -1.24
H -2.21 -0.58 -1.79
H -3.31 -2.24 0.45
H -4.08 -1.76 -1.04
H -2.98 -3.19 -1.01
H 1.34 -0.52 0.42
H 0.64 -0.81 -1.13
H 2.00 1.70 -0.64
H 3.39 0.79 -2.42
H 2.48 -0.67 -2.26
H 3.46 -0.23 -0.91
H 1.14 4.36 0.58
H 0.31 3.83 -0.69
O 0.93 3.60 0.03
H 0.81 -3.27 2.42
H -0.48 -2.73 3.11
O 0.43 -2.49 2.89
H 2.53 -4.61 1.76
H 1.20 -5.30 1.46
O 1.62 -4.42 1.46
H -1.58 2.72 -1.97
H -2.17 4.03 -1.36
O -1.89 3.13 -1.14
H 1.16 -1.01 2.98
H 1.74 0.29 3.69
O 1.29 -0.03 2.90
H 0.44 3.16 -3.50
H 0.65 1.90 -2.57
O -0.01 2.45 -3.05